93
Properties=species:S:1:pos:R:3:forces:R:3:mulliken_charge:R:1 method="wB97M-V/def2-TZVPD" total_charge=0 orbital_gap_ev=9.02 energy_ha=-6182.2715 smiles="C[N+](=O)[O-].C[N+](=O)[O-].C1CCOC1.C1CCOC1.C1CCOC1.ClCCCl.ClCCCl.ClCCCl.ClCCCl.ClCCCl" homo_ev=-9.1
C -3.4754 0.6973 -2.5067 -0.445 -0.809 0.843 0.034
N -4.9531 1.0583 -2.6184 0.840 -0.767 -0.629 1.003
O -5.7188 0.4051 -1.9250 0.195 0.955 -0.592 -0.528
O -5.2377 1.8795 -3.4838 -0.144 -0.572 1.057 -0.588
H -3.3875 -0.0640 -1.7316 -0.345 0.418 0.366 -0.313
H -2.8797 1.5724 -2.2469 -0.116 -0.045 -0.553 0.305
H -3.1995 0.1003 -3.3760 -0.004 0.937 -0.459 -0.008
C -4.2432 -3.4487 1.5120 0.708 0.691 0.861 -0.322
N -4.6737 -2.0863 1.0957 -1.728 0.606 -2.618 0.759
O -5.8506 -1.9415 0.7748 0.546 -0.583 0.967 -0.537
O -3.8594 -1.2073 0.8822 0.746 -0.403 0.860 -0.306
H -4.9763 -3.7972 2.2394 0.183 -0.095 -0.185 0.276
H -3.2581 -3.2489 1.9336 -0.098 -0.458 0.200 -0.146
H -4.1360 -4.1162 0.6570 -0.312 0.356 -0.097 0.282
C 1.8437 5.1337 2.2108 -0.119 1.200 1.180 -0.179
C 0.4451 5.7196 2.2794 0.158 0.012 1.840 -0.833
C -0.1755 5.1675 1.0036 0.483 1.382 2.796 0.347
O 0.9115 5.2397 0.1471 1.045 0.292 -3.095 -0.432
C 2.2082 5.3844 0.7589 -0.953 -2.159 1.546 -0.204
H 1.6873 4.0954 2.5034 0.578 -0.355 -0.493 -0.217
H 2.5663 5.5792 2.8945 -0.061 0.032 0.156 0.456
H 0.4477 6.8082 2.3359 0.167 0.207 -0.667 0.320
H -0.0723 5.4781 3.2079 -0.096 -0.475 -0.071 0.251
H -0.9535 5.9250 0.9088 -0.391 -0.418 -1.573 0.240
H -0.5599 4.1604 1.1652 -0.066 -0.018 -0.378 -0.164
H 2.7810 6.2931 0.5740 -0.680 0.330 -0.210 0.317
H 2.8554 4.5316 0.5542 -0.002 -0.011 -1.101 0.117
C 4.1767 0.1596 2.7992 -0.555 -0.886 -0.344 -0.481
C 3.1049 0.8532 3.6138 -0.979 0.746 0.715 -0.672
C 1.7476 0.4664 3.0002 -0.143 -0.009 -1.271 -0.123
O 2.0150 -0.2456 1.7512 1.381 0.019 1.635 0.075
C 3.3511 -0.8152 1.9592 -0.618 -0.357 -1.658 -0.585
H 4.8945 -0.3542 3.4387 0.098 0.036 -0.204 0.299
H 4.6917 0.7983 2.0816 0.028 0.303 0.413 0.229
H 3.2628 1.9293 3.6867 -0.119 0.043 -0.268 0.223
H 2.9970 0.5249 4.6476 0.736 -0.187 0.091 0.339
H 1.0914 1.2904 2.7198 0.112 0.239 0.120 0.038
H 1.1743 -0.1740 3.6704 0.190 -0.072 0.043 0.194
H 3.7498 -0.9540 0.9543 0.174 0.261 -0.128 0.264
H 3.2777 -1.8501 2.2935 -0.153 0.011 0.840 0.297
C 3.4723 1.5422 -1.6048 -0.012 -0.916 0.643 0.730
C 4.0324 0.4666 -2.5544 -0.180 0.813 0.325 -0.238
C 3.2757 0.7993 -3.8013 -0.926 0.020 -0.992 -0.108
O 3.0817 2.2411 -3.8444 -0.271 -0.531 1.094 -0.493
C 3.1120 2.7304 -2.4621 1.405 0.070 -0.341 -0.517
H 4.1697 1.7399 -0.7908 0.037 0.339 -0.031 0.359
H 2.5688 1.1593 -1.1302 -0.070 -0.067 0.000 -0.759
H 3.7909 -0.5235 -2.1679 0.314 -0.106 -0.189 -0.053
H 5.0974 0.6139 -2.7339 0.094 -0.219 0.238 0.394
H 2.3234 0.2698 -3.8296 -0.394 0.320 0.418 -0.144
H 3.7185 0.4343 -4.7281 0.581 0.587 -0.074 0.356
H 2.2582 3.2579 -2.0367 -0.723 -0.310 -0.827 0.256
H 3.9083 3.4727 -2.4065 0.226 0.091 -0.256 0.268
Cl -4.2078 -1.2126 -5.5303 0.622 -1.252 -0.211 -0.145
C -3.4154 -2.8533 -5.3543 -0.980 -1.033 0.906 -0.423
C -2.6390 -2.9205 -4.0420 0.323 1.459 -0.560 -0.333
Cl -3.6849 -2.8102 -2.5791 0.227 -0.248 -0.453 -0.124
H -2.8298 -3.1791 -6.2139 0.314 0.840 -0.008 0.362
H -4.1790 -3.6285 -5.2895 -0.544 0.407 -0.154 0.329
H -2.0659 -1.9943 -4.0846 0.373 -0.170 0.650 -0.012
H -1.9496 -3.7575 -3.9315 -0.352 -0.097 -0.170 0.389
Cl -0.6922 -4.0327 0.9549 0.045 -0.082 -0.237 -0.136
C -0.4424 -4.2334 2.7137 -0.148 0.353 -0.265 -0.703
C 0.1709 -2.9453 3.2959 0.221 -0.942 0.434 -0.038
Cl -0.9134 -1.5607 3.2739 -0.850 0.094 -0.158 -0.108
H 0.1431 -5.1427 2.8492 0.501 0.412 0.054 0.426
H -1.4275 -4.5063 3.0922 0.037 0.541 0.343 0.379
H 1.0713 -2.6031 2.7858 -0.060 -0.386 -0.206 -0.284
H 0.4160 -3.1108 4.3450 0.030 -0.113 -0.027 0.475
Cl 3.0225 -3.5075 -1.4939 -0.114 -0.049 -0.030 -0.135
C 1.6788 -4.6489 -1.6661 -0.940 -0.612 -1.175 0.005
C 1.7622 -5.5233 -2.9367 0.170 0.101 0.455 -0.526
Cl 3.0911 -6.6953 -2.8361 0.229 -0.093 -0.125 -0.199
H 0.7405 -4.1217 -1.8388 0.118 0.583 0.372 -0.142
H 1.5654 -5.2179 -0.7433 0.254 -0.084 -0.234 0.306
H 1.8637 -4.9324 -3.8470 0.387 0.197 0.234 0.347
H 0.8589 -6.1096 -3.1053 -0.119 0.060 0.510 0.315
Cl -0.3306 1.8908 -0.7341 -0.019 1.332 -0.270 -0.112
C -0.7200 0.2843 -0.1881 0.858 -0.943 -0.788 1.608
C 0.3123 -0.6749 -0.8557 -1.352 -0.524 1.116 0.704
Cl 0.1535 -0.8010 -2.6743 0.176 0.265 1.186 -0.299
H -1.7544 0.0505 -0.4401 0.191 -0.052 0.049 -0.517
H -0.5878 0.2908 0.8938 0.071 -0.396 -0.103 -0.899
H 0.0889 -1.6718 -0.4758 -0.021 -0.115 -0.194 -0.073
H 1.3023 -0.4469 -0.4607 0.077 0.259 -0.834 -0.490
Cl -3.4671 3.1143 1.0234 0.298 0.256 -0.038 -0.150
C -3.8180 2.2073 2.5091 0.641 -0.335 0.574 -0.439
C -2.4936 1.8477 3.3346 -1.349 0.439 -1.058 0.491
Cl -1.6408 3.3739 3.8408 -0.429 -0.984 -0.148 -0.174
H -4.3935 1.3708 2.1127 0.546 -0.573 0.473 0.108
H -4.5446 2.7823 3.0831 0.445 0.190 0.218 0.415
H -1.8184 1.2441 2.7280 0.058 0.394 -0.206 -0.738
H -2.7059 1.2336 4.2098 -0.255 0.409 0.134 0.462